The following is a quantum chemistry calculation of the ion C12H16N with charge +1, from the Open Molecules 2025 dataset.

## Properties
SMILES = CC[C@]12C[C@H]3C4=C(C4)[C@]4([NH2+][C@@]314)[C@@H]2C
Max |F| = 4.8 eV/A
Orbital gap = 10.076 eV
Total charge = +1
Energy relative to the best compared isomer or geometry (same formula, charge and spin) = 194.0 kcal per mole

Last columns: bonded neighbours and bond lengths (Å).
Geometry (Å):
1 C -0.982 2.925 -0.842  C2 1.508, H14 1.085, H15 1.086, H16 1.097
2 C 0.012 1.869 -1.255  C1 1.508, C3 1.542, H17 1.131, H18 1.037
3 C 0.079 0.642 -0.324  C2 1.542, C4 1.682, C11 1.553, C12 1.569
4 C 0.890 0.962 1.114  C3 1.682, C5 1.556, H19 1.083, H20 1.023
5 C 1.826 -0.258 0.876  C4 1.556, C6 1.479, C11 1.510, H21 1.114
6 C 1.617 -1.454 1.720  C5 1.479, C7 1.303, C8 1.519
7 C 0.704 -2.310 1.356  C6 1.303, C8 1.520, C9 1.817
8 C 1.182 -2.438 2.793  C6 1.519, C7 1.520, H22 1.166, H23 1.055
9 C -0.124 -1.508 -0.050  C7 1.817, N10 1.456, C11 1.524, C12 1.560
10 N 0.750 -1.728 -1.194  C9 1.456, C11 1.443, H24 0.948, H25 1.070
11 C 1.039 -0.578 -0.372  C3 1.553, C5 1.510, C9 1.524, N10 1.443
12 C -1.131 -0.318 -0.048  C3 1.569, C9 1.560, C13 1.510, H26 1.043
13 C -2.165 -0.439 -1.141  C12 1.510, H27 1.061, H28 1.033, H29 1.108
14 H -0.421 3.667 -0.283  C1 1.085
15 H -1.869 2.402 -0.497  C1 1.086
16 H -1.228 3.592 -1.678  C1 1.097
17 H 1.025 2.372 -1.245  C2 1.131
18 H -0.177 1.489 -2.202  C2 1.037
19 H 0.122 1.040 1.873  C4 1.083
20 H 1.353 1.863 0.972  C4 1.023
21 H 2.871 -0.040 0.559  C5 1.114
22 H 1.686 -3.466 3.012  C8 1.166
23 H 0.420 -2.192 3.480  C8 1.055
24 H 1.353 -2.453 -1.091  N10 0.948
25 H 0.422 -1.730 -2.213  N10 1.070
26 H -1.717 -0.365 0.815  C12 1.043
27 H -2.993 0.177 -0.892  C13 1.061
28 H -2.540 -1.392 -1.010  C13 1.033
29 H -2.003 -0.329 -2.232  C13 1.108

The following is a quantum chemistry calculation of a cluster of 2 separate species, C12H16N2 in total, from the Open Molecules 2025 dataset.

## Properties
SMILES = CCc1c[nH]cn1.Cc1ccccc1
Max |F| = 5.1 eV/A
Orbital gap = 9.486 eV
Total charge = 0
Energy relative to the best compared isomer or geometry (same formula, charge and spin) = 80.0 kcal per mole

Last columns: bonded neighbours and bond lengths (Å).
Geometry (Å):
1 C -4.236 1.618 -1.304  C2 1.603, H8 1.094, H9 1.143, H10 1.141
2 C -2.683 1.370 -0.995  C1 1.603, C3 1.481, H11 1.261, H12 1.221
3 C -2.395 0.142 -0.219  C2 1.481, C4 1.379, N7 1.386
4 C -3.345 -0.828 0.022  C3 1.379, N5 1.432, H13 1.026
5 N -2.588 -1.922 0.554  C4 1.432, C6 1.454, H14 0.981
6 C -1.248 -1.392 0.745  N5 1.454, N7 1.335, H15 1.055
7 N -1.109 -0.192 0.176  C3 1.386, C6 1.335
8 H -4.657 0.768 -1.849  C1 1.094
9 H -4.415 2.725 -1.524  C1 1.143
10 H -4.696 1.228 -0.335  C1 1.141
11 H -2.037 1.541 -2.064  C2 1.261
12 H -2.387 2.397 -0.405  C2 1.221
13 H -4.368 -0.810 0.100  C4 1.026
14 H -3.077 -2.626 1.030  N5 0.981
15 H -0.461 -1.988 1.117  C6 1.055
16 C 2.648 -0.091 -2.174  C17 1.466, H23 1.058, H24 1.198, H25 1.124
17 C 2.777 0.079 -0.724  C16 1.466, C18 1.415, C22 1.339
18 C 3.886 -0.142 0.126  C17 1.415, C19 1.379, H26 1.152
19 C 3.896 0.039 1.493  C18 1.379, C20 1.390, H27 1.077
20 C 2.646 0.366 2.004  C19 1.390, C21 1.325, H28 1.021
21 C 1.536 0.436 1.285  C20 1.325, C22 1.370, H29 1.175
22 C 1.632 0.334 -0.077  C17 1.339, C21 1.370, H30 1.154
23 H 2.850 0.755 -2.776  C16 1.058
24 H 1.621 -0.505 -2.629  C16 1.198
25 H 3.403 -0.790 -2.627  C16 1.124
26 H 4.841 -0.572 -0.356  C18 1.152
27 H 4.787 -0.291 2.001  C19 1.077
28 H 2.661 0.499 3.017  C20 1.021
29 H 0.479 0.569 1.783  C21 1.175
30 H 0.652 0.317 -0.686  C22 1.154

The following is a quantum chemistry calculation of a cluster of 2 separate species, C12H16N2O in total, from the Open Molecules 2025 dataset.

## Properties
SMILES = NCCc1cccc2[nH]c(=O)ccc12.C
Max |F| = 2.8 eV/A
Orbital gap = 8.722 eV
Total charge = 0
Energy relative to the best compared isomer or geometry (same formula, charge and spin) = 33.9 kcal per mole

Last columns: bonded neighbours and bond lengths (Å).
Geometry (Å):
1 N 2.081 -0.514 -0.837  C2 1.489, H15 1.052, H16 1.075
2 C 2.131 -0.610 0.648  N1 1.489, C3 1.491, H17 1.082, H18 1.092
3 C 1.122 -1.522 1.258  C2 1.491, C4 1.549, H19 1.147, H20 1.129
4 C -0.241 -1.477 0.522  C3 1.549, C5 1.402, C14 1.398
5 C -0.763 -2.696 0.067  C4 1.402, C6 1.371, H21 1.059
6 C -1.943 -2.746 -0.629  C5 1.371, C7 1.378, H22 1.092
7 C -2.731 -1.639 -0.856  C6 1.378, C8 1.380, H23 1.144
8 C -2.270 -0.431 -0.374  C7 1.380, N9 1.359, C14 1.416
9 N -3.132 0.618 -0.343  C8 1.359, C10 1.373, H24 0.999
10 C -2.847 1.840 0.215  N9 1.373, O11 1.244, C12 1.467
11 O -3.585 2.841 0.201  C10 1.244
12 C -1.552 1.895 0.903  C10 1.467, C13 1.324, H25 1.096
13 C -0.742 0.852 0.984  C12 1.324, C14 1.397, H26 1.107
14 C -1.066 -0.359 0.368  C4 1.398, C8 1.416, C13 1.397
15 H 1.080 -0.554 -1.156  N1 1.052
16 H 2.398 -1.487 -1.167  N1 1.075
17 H 1.944 0.367 1.075  C2 1.082
18 H 3.120 -0.944 0.971  C2 1.092
19 H 1.489 -2.590 1.461  C3 1.147
20 H 0.806 -1.017 2.216  C3 1.129
21 H -0.136 -3.546 0.143  C5 1.059
22 H -2.358 -3.736 -0.831  C6 1.092
23 H -3.525 -1.818 -1.660  C7 1.144
24 H -3.944 0.629 -0.925  N9 0.999
25 H -1.360 2.899 1.298  C12 1.096
26 H 0.286 0.963 1.380  C13 1.107
27 C 3.166 2.924 -0.988  H28 1.115, H29 1.049, H30 1.117, H31 1.085
28 H 4.136 3.370 -1.308  C27 1.115
29 H 2.980 3.407 -0.076  C27 1.049
30 H 3.063 1.816 -0.897  C27 1.117
31 H 2.391 3.265 -1.666  C27 1.085

orbital gap of number 1 (C12H16N)? 10.076 eV

Which of these has the highest orbital gap? C12H16N